ORCA calculation (ωB97M-V/def2-TZVPD) on one molecule with the formula C17H25NO2.

Structure (XYZ):
```
45
C17H25NO2 ωB97M-V/def2-TZVPD
C 2.9326 3.3973 0.0680
C 2.0105 2.4159 -0.6459
C 2.2145 0.9660 -0.2065
C 1.8366 0.7160 1.2524
C 1.8640 -0.7736 1.5955
C 1.2724 -1.0833 2.9717
C -0.2644 -1.0606 2.9946
N -0.8436 -2.1211 2.2096
C -1.3011 -2.0872 0.9335
C -1.6290 -3.2408 0.2946
C -2.1999 -3.3070 -1.0231
O -2.5150 -4.3553 -1.5610
C -2.4108 -1.9728 -1.7277
C -1.3857 -0.9373 -1.2678
C -1.5732 0.3742 -1.9562
C -0.7855 1.0472 -2.8429
C -1.4725 2.2460 -3.1572
C -2.6244 2.2121 -2.4384
O -2.6951 1.0857 -1.7079
C -1.5033 -0.7684 0.2512
H 2.7118 3.4401 1.1314
H 3.9720 3.1017 -0.0572
H 2.8092 4.3967 -0.3427
H 2.1918 2.4797 -1.7210
H 0.9696 2.7011 -0.4747
H 1.5981 0.3257 -0.8428
H 3.2575 0.6822 -0.3636
H 0.8413 1.1289 1.4329
H 2.5286 1.2422 1.9117
H 1.3192 -1.3407 0.8373
H 2.9003 -1.1165 1.5691
H 1.6427 -0.3613 3.7015
H 1.6018 -2.0757 3.2886
H -0.6010 -1.1905 4.0291
H -0.6397 -0.0994 2.6468
H -0.6864 -3.0493 2.5759
H -1.4791 -4.1903 0.7901
H -2.3574 -2.1323 -2.8058
H -3.4191 -1.6209 -1.4911
H -0.3819 -1.3018 -1.5127
H 0.1621 0.7301 -3.2275
H -1.1489 3.0187 -3.8238
H -3.4440 2.8985 -2.3603
H -0.7741 -0.0320 0.5825
H -2.5017 -0.3880 0.4896
```

## Properties
Orbital gap, Eh: 0.327
Relative energy (zero: lowest compared OMol25 entry of this formula, charge and spin), kJ/mol: 156.3
Charge: 0
2S+1: 1
Largest force on an atom, hartree/bohr: 0.02033
Highest occupied orbital energy, eV: -8.2

ORCA calculation (ωB97M-V/def2-TZVPD) on one molecule with the formula C17H25NO4.

Structure (XYZ):
```
47
C17H25NO4 ωB97M-V/def2-TZVPD
C -2.7353 -3.1939 0.5238
C -3.8534 -2.3229 -0.0354
C -4.1962 -1.1759 0.9138
C -5.2334 -0.2088 0.3398
C -4.6795 0.7683 -0.7032
O -3.8907 1.7818 -0.1082
C -2.5457 1.6746 0.0180
C -1.9455 2.6730 0.7940
C -0.5842 2.6910 0.9817
C 0.2303 1.7097 0.4154
C 1.6922 1.7946 0.6638
O 2.2456 2.8257 1.0014
N 2.3871 0.6428 0.4776
C 3.7999 0.5692 0.7557
C 4.6489 1.1544 -0.3921
C 4.3078 0.5971 -1.7728
C 4.7272 -0.8546 -1.9714
C 4.1504 -0.8632 1.0894
O 3.3537 -1.7668 1.1235
O 5.4408 -1.0230 1.3766
C -0.3641 0.7301 -0.3718
C -1.7318 0.7104 -0.5728
H -2.5099 -4.0130 -0.1552
H -3.0246 -3.6140 1.4844
H -1.8308 -2.6063 0.6675
H -4.7457 -2.9324 -0.1974
H -3.5483 -1.9312 -1.0077
H -4.5910 -1.6012 1.8394
H -3.2884 -0.6268 1.1720
H -5.6544 0.3893 1.1504
H -6.0461 -0.7755 -0.1193
H -4.1390 0.2441 -1.4948
H -5.5151 1.3062 -1.1633
H -2.5810 3.4249 1.2345
H -0.1182 3.4630 1.5748
H 1.9163 -0.2450 0.3843
H 4.0170 1.1752 1.6488
H 4.4651 2.2297 -0.3939
H 5.7011 0.9818 -0.1629
H 4.8180 1.2146 -2.5154
H 3.2344 0.6979 -1.9446
H 4.1535 -1.5225 -1.3346
H 5.7841 -0.9802 -1.7448
H 4.5614 -1.1546 -3.0037
H 5.6284 -1.9499 1.5954
H 0.2350 -0.0223 -0.8642
H -2.1462 -0.0654 -1.1963
```

## Properties
Orbital gap, Eh: 0.338
Relative energy (zero: lowest compared OMol25 entry of this formula, charge and spin), kJ/mol: 14.3
Charge: 0
2S+1: 1
Largest force on an atom, hartree/bohr: 0.01237
Highest occupied orbital energy, eV: -8.6

ORCA calculation (ωB97M-V/def2-TZVPD) on C17H26AsN6OS6W as an isolated structure.

Structure (XYZ):
```
58
C17H26AsN6OS6W ωB97M-V/def2-TZVPD
W 0.1245 0.4666 0.2644
C 2.6891 0.1673 2.4465
C 3.0795 -0.6429 1.1988
N 1.8905 -1.2846 0.6601
C 1.4366 -2.4375 1.4375
C -0.0699 -2.3271 1.7299
N -0.4362 -0.9469 2.0222
C -0.1276 -0.5436 3.4032
C 0.5375 0.8313 3.3808
N 1.4326 0.9000 2.2290
H 2.5560 -0.5113 3.2927
H 3.5074 0.8496 2.6931
H 3.4698 0.0409 0.4410
H 3.8614 -1.3772 1.4599
H 2.0034 -1.5360 -0.3191
H 1.6268 -3.3808 0.9114
H 1.9926 -2.4705 2.3789
H -0.6239 -2.6539 0.8460
H -0.3461 -2.9958 2.5603
H -1.4714 -0.8883 1.9009
H -1.0376 -0.4675 4.0098
H 0.5224 -1.2923 3.8637
H -0.2374 1.5982 3.2626
H 1.0588 1.0270 4.3266
H 1.6519 1.8821 2.0488
S -0.2555 1.2379 -2.1243
C 0.9313 2.3982 -2.6443
C 0.8505 3.0207 -3.8899
C 1.8224 3.9174 -4.2938
C 2.9016 4.2011 -3.4673
C 2.9941 3.5981 -2.2279
C 2.0088 2.7129 -1.8108
S 2.1113 1.9650 -0.2465
H 0.0043 2.7908 -4.5198
H 1.7401 4.4080 -5.2548
H 3.6714 4.8899 -3.7868
H 3.8254 3.8038 -1.5694
S -4.8081 2.5904 1.5103
As -3.0823 1.5541 2.0684
S -1.2546 2.3329 0.9995
S -3.3892 -0.6318 1.3706
S -2.7873 1.4780 4.1531
C -1.1646 -3.6681 -2.7476
N -1.7772 -2.6275 -1.9600
C -3.1452 -2.5434 -1.8237
C -3.7185 -1.5366 -1.1749
C -2.8807 -0.4651 -0.5795
N -1.4854 -0.7134 -0.6040
C -0.9659 -1.6933 -1.3397
O 0.2680 -1.8147 -1.4323
N -3.2289 0.7795 -1.0844
H -1.8793 -4.0408 -3.4818
H -0.8253 -4.4935 -2.1114
H -0.2956 -3.2509 -3.2564
H -3.7085 -3.3413 -2.2844
H -4.7844 -1.4390 -1.0708
H -4.1947 1.0405 -0.9213
H -2.5888 1.5332 -0.8426
```

## Properties
Orbital gap (alpha / beta), Eh: 0.229 / 0.245
Relative energy (zero: lowest compared OMol25 entry of this formula, charge and spin), kJ/mol: 53.5
Charge: -1
2S+1: 3
Largest force on an atom, hartree/bohr: 0.02701
⟨S²⟩: 2.0194
Highest occupied orbital energy (alpha / beta), eV: -4.0 / -4.4

ORCA calculation (ωB97M-V/def2-TZVPD) on C17H26BN2O5V as an isolated structure.

Structure (XYZ):
```
52
C17H26BN2O5V ωB97M-V/def2-TZVPD
V 0.1079 -0.0342 0.2531
C 0.3345 3.5345 -1.7608
C -0.0723 2.3087 -1.0178
N 0.7756 1.6054 -0.2873
O 2.0730 2.1114 -0.1978
C -1.4114 1.8258 -0.9766
C -2.5901 2.4725 -1.6362
N -1.5433 0.7448 -0.2033
O -2.6504 0.2072 0.0798
H 1.3711 3.4532 -2.0812
H 0.2563 4.4053 -1.1069
H -0.3101 3.6945 -2.6222
H 2.6350 1.3263 -0.2925
H -2.7178 3.5056 -1.3079
H -3.4761 1.9053 -1.3611
H -2.4892 2.4695 -2.7232
C 4.3466 -4.7857 -5.3399
C 4.8935 -4.8928 -3.9088
C 6.4205 -4.9566 -3.9990
C 4.4022 -6.1940 -3.2544
C 4.4000 -3.7108 -3.0760
C 5.2762 -2.8560 -2.4099
C 4.8338 -1.8066 -1.6058
C 3.4763 -1.6307 -1.4951
O 2.7561 -0.7012 -0.7791
B 1.3821 -0.9872 -1.0096
O 1.3021 -2.0692 -1.8798
C 2.5856 -2.4617 -2.1645
C 3.0211 -3.5035 -2.9489
H 4.7079 -5.6212 -5.9433
H 4.6855 -3.8564 -5.8014
H 3.2568 -4.7983 -5.3649
H 6.7000 -5.8343 -4.5836
H 6.8834 -5.0524 -3.0155
H 6.8271 -4.0747 -4.4974
H 4.7485 -7.0581 -3.8262
H 3.3139 -6.2338 -3.2020
H 4.7937 -6.2751 -2.2387
H 6.3432 -2.9959 -2.5100
H 5.5301 -1.1620 -1.0854
H 2.2994 -4.1421 -3.4415
C 1.4418 -3.1908 1.8562
C 0.7453 -1.9477 2.4013
C 1.7378 -1.0284 3.1187
O 0.1283 -1.2405 1.3518
H 1.8970 -3.7516 2.6722
H 2.2186 -2.8983 1.1461
H 0.7223 -3.8296 1.3434
H -0.0307 -2.2649 3.1065
H 2.5557 -0.7880 2.4345
H 2.1438 -1.5048 4.0102
H 1.2354 -0.1043 3.4096
```

## Properties
Orbital gap (alpha / beta), Eh: 0.272 / 0.281
Charge: 0
2S+1: 3
Largest force on an atom, hartree/bohr: 0.09587
⟨S²⟩: 2.0591
Highest occupied orbital energy (alpha / beta), eV: -7.7 / -8.0

> What is the 2S+1 in the second record?

1